1.
# C3H12N2O

A 2-piece molecular cluster, C3H12N2O overall (ωB97M-V/def2-TZVPD, the Open Molecules 2025 dataset).

Properties
- E_HOMO: -9.008 eV
- Gap between HOMO and LUMO: 9.87 eV
- Energy: -306.229717 hartree
- Relative energy (zero: lowest compared OMol25 entry of this formula, charge and spin): 37.35 kJ/mol
- Spin multiplicity: 1

Bonds (Å) are listed after each position.
Cartesian coordinates (Å):
1 N -2.965 1.389 -0.116  C2 1.467, H6 1.011, H7 1.015
2 C -1.569 1.084 0.216  N1 1.467, C3 1.526, H8 1.092, H9 1.085
3 C -0.799 0.503 -0.966  C2 1.526, C4 1.509, H10 1.096, H11 1.092
4 C 0.401 -0.301 -0.530  C3 1.509, N5 1.464, H12 1.094, H13 1.092
5 N 1.102 -0.874 -1.680  C4 1.464, H14 1.009, H15 1.008
6 H -3.330 0.813 -0.862  N1 1.011
7 H -3.557 1.252 0.697  N1 1.015
8 H -1.493 0.404 1.066  C2 1.092
9 H -1.077 2.006 0.510  C2 1.085
10 H -1.439 -0.150 -1.569  C3 1.096
11 H -0.477 1.340 -1.590  C3 1.092
12 H 0.085 -1.110 0.137  C4 1.094
13 H 1.079 0.346 0.031  C4 1.092
14 H 0.771 -0.511 -2.561  N5 1.009
15 H 2.102 -0.764 -1.627  N5 1.008
16 O 3.368 -1.629 2.898  H17 0.967, H18 0.966
17 H 4.027 -1.475 3.588  O16 0.967
18 H 3.770 -2.322 2.357  O16 0.966

2.
# C4H11NOS2

A 2-piece molecular cluster, C4H11NOS2 overall in a non-equilibrium geometry (ωB97M-V/def2-TZVPD, the Open Molecules 2025 dataset).

Properties
- E_HOMO: -6.628 eV
- Gap between HOMO and LUMO: 3.25 eV
- Energy: -1085.175358 hartree
- Relative energy (zero: lowest compared OMol25 entry of this formula, charge and spin): 601.56 kJ/mol
- Spin multiplicity: 1

Bonds (Å) are listed after each position.
Cartesian coordinates (Å):
1 N 0.069 -1.132 2.298  C2 1.524, H9 1.016, H10 1.013
2 C 0.140 -0.716 0.834  N1 1.524, C3 1.592, C5 1.433, H11 1.107
3 C -1.143 0.208 0.641  C2 1.592, O4 1.373, H12 1.090, H13 1.093
4 O -1.413 1.055 1.687  C3 1.373, H14 0.978
5 C 0.249 -1.904 0.040  C2 1.433, H15 1.088, H16 1.084
6 S -0.091 3.097 -0.469  S7 2.037
7 S 1.542 2.174 -1.263  S6 2.037, C8 1.840
8 C 0.846 1.021 -2.518  S7 1.840, H17 1.089, H18 1.083, H19 1.089
9 H -0.867 -1.033 2.682  N1 1.016
10 H 0.259 -2.114 2.139  N1 1.013
11 H 0.982 -0.044 0.579  C2 1.107
12 H -0.921 0.659 -0.325  C3 1.090
13 H -1.997 -0.434 0.415  C3 1.093
14 H -0.736 1.755 1.588  O4 0.978
15 H -0.275 -2.779 0.417  C5 1.088
16 H 1.152 -2.114 -0.522  C5 1.084
17 H 1.204 1.244 -3.522  C8 1.089
18 H -0.236 1.012 -2.465  C8 1.083
19 H 1.238 0.045 -2.236  C8 1.089

3.
# C12H16N2

A 2-piece molecular cluster, C12H16N2 overall in a non-equilibrium geometry (ωB97M-V/def2-TZVPD, the Open Molecules 2025 dataset).

Properties
- E_HOMO: -8.607 eV
- Gap between HOMO and LUMO: 9.45 eV
- Energy: -576.367510 hartree
- Relative energy (zero: lowest compared OMol25 entry of this formula, charge and spin): 32.77 kJ/mol
- Spin multiplicity: 1

Bonds (Å) are listed after each position.
Cartesian coordinates (Å):
1 C 0.626 -2.635 -2.859  C2 1.529, H8 1.088, H9 1.092, H10 1.093
2 C 0.422 -1.198 -2.379  C1 1.529, C3 1.494, H11 1.086, H12 1.086
3 C -0.935 -0.634 -2.652  C2 1.494, C4 1.365, N7 1.374
4 C -1.315 0.411 -3.443  C3 1.365, N5 1.371, H13 1.077
5 N -2.674 0.513 -3.291  C4 1.371, C6 1.350, H14 1.006
6 C -3.059 -0.467 -2.446  N5 1.350, N7 1.307, H15 1.076
7 N -2.039 -1.171 -2.033  C3 1.374, C6 1.307
8 H -0.256 -3.235 -2.648  C1 1.088
9 H 1.460 -3.085 -2.315  C1 1.092
10 H 0.803 -2.720 -3.935  C1 1.093
11 H 0.453 -1.236 -1.294  C2 1.086
12 H 1.197 -0.546 -2.771  C2 1.086
13 H -0.720 1.113 -4.002  C4 1.077
14 H -3.228 1.235 -3.719  N5 1.006
15 H -4.061 -0.602 -2.080  C6 1.076
16 C 1.518 2.370 4.325  C17 1.497, H23 1.088, H24 1.092, H25 1.095
17 C 1.223 1.313 3.307  C16 1.497, C18 1.384, C22 1.404
18 C 1.671 1.444 2.004  C17 1.384, C19 1.400, H26 1.084
19 C 1.209 0.573 1.010  C18 1.400, C20 1.371, H27 1.082
20 C 0.226 -0.335 1.311  C19 1.371, C21 1.400, H28 1.078
21 C -0.262 -0.462 2.617  C20 1.400, C22 1.377, H29 1.079
22 C 0.310 0.292 3.617  C17 1.404, C21 1.377, H30 1.080
23 H 2.499 2.835 4.253  C16 1.088
24 H 1.413 2.029 5.357  C16 1.092
25 H 0.799 3.190 4.226  C16 1.095
26 H 2.382 2.225 1.759  C18 1.084
27 H 1.640 0.646 0.020  C19 1.082
28 H -0.219 -0.993 0.582  C20 1.078
29 H -1.091 -1.121 2.824  C21 1.079
30 H 0.009 0.249 4.653  C22 1.080

Look up the gap between HOMO and LUMO of the first one. 9.87 eV